Record 1
{"formula": "C4H11N2O", "method": "ωB97M-V/def2-TZVPD", "gap_ha": 0.303, "total_charge": 1, "symbols": ["C", "C", "C", "C", "N", "N", "O", "H", "H", "H", "H", "H", "H", "H", "H", "H", "H", "H"], "positions_angstrom": [[0.47630, -0.61430, 1.20677], [-1.86527, -0.40649, -0.50578], [0.82959, 1.88446, -0.38970], [-0.04812, -1.70103, 0.34579], [-1.17583, -1.66897, -0.30427], [1.63248, 0.70922, -0.06768], [-0.26069, 0.19819, 1.72943], [1.40208, -0.84608, 1.68662], [-1.89197, 0.19012, 0.37117], [-1.20952, 0.29351, -1.24014], [-2.85652, -0.47282, -0.68629], [-0.15345, 1.76621, 0.21290], [1.13313, 2.79236, 0.06929], [0.69601, 2.07376, -1.50797], [0.38108, -2.65864, 0.16290], [-1.45708, -2.57016, -0.73417], [1.89611, 0.07641, -0.74712], [2.47166, 0.95425, 0.39824]], "lowdin_charge": [-0.305, -0.003, -0.108, 0.077, 0.090, 0.004, 0.018, 0.123, 0.076, 0.162, 0.065, 0.089, 0.072, 0.117, 0.146, 0.197, 0.075, 0.106]}

Record 2
{"formula": "C4H11N2O2", "method": "ωB97M-V/def2-TZVPD", "gap_ha": 0.244, "total_charge": -1, "symbols": ["C", "N", "C", "O", "C", "N", "C", "O", "H", "H", "H", "H", "H", "H", "H", "H", "H", "H", "H"], "positions_angstrom": [[-1.03098, -0.20876, 0.75053], [-0.09024, 0.15891, 1.69888], [0.41919, -1.17626, 2.35859], [0.51177, -2.23090, 1.53418], [-0.88329, 0.67198, -0.64702], [0.49989, 0.76687, -0.98468], [0.97076, 0.11790, -2.23201], [1.11495, 1.30160, -3.13240], [-2.08906, -0.13532, 1.13771], [-0.97664, -1.22918, 0.44148], [-0.43758, 0.95115, 2.27678], [-0.11449, -1.57069, 3.24934], [1.32381, -0.70660, 2.81621], [-1.50081, 1.56252, -0.57871], [-1.35745, -0.05700, -1.40957], [1.07698, 0.71239, -0.06321], [0.11885, -0.51866, -2.48384], [1.96233, -0.30473, -2.24606], [0.48203, 1.89477, -2.48619]], "lowdin_charge": [-0.306, -0.103, -0.528, -0.334, -0.230, -0.122, -0.235, -0.191, 0.102, 0.070, 0.105, 0.063, 0.059, 0.073, 0.112, 0.146, 0.092, 0.102, 0.127]}

Record 3
{"formula": "C4H11N2O2", "method": "ωB97M-V/def2-TZVPD", "gap_ha": 0.296, "total_charge": -1, "symbols": ["C", "N", "C", "O", "H", "H", "H", "H", "H", "C", "O", "C", "N", "H", "H", "H", "H", "H", "H"], "positions_angstrom": [[0.30373, 1.23152, 2.98889], [-0.29088, 0.38326, 2.10845], [-0.63716, -0.92402, 2.60014], [0.46805, 1.03042, 4.22368], [0.69598, 2.14177, 2.52436], [0.19724, 0.22253, 0.91244], [-1.27419, -0.86426, 3.48357], [0.26185, -1.48871, 2.85905], [-1.21405, -1.45634, 1.81376], [-0.14129, 0.18222, -1.26949], [0.68989, 0.15188, -0.15451], [0.59801, -0.41983, -2.49581], [0.04788, -0.07275, -3.81236], [-1.07208, -0.40146, -1.13823], [-0.43758, 1.18756, -1.58451], [1.62461, -0.02126, -2.47903], [0.66562, -1.52857, -2.39489], [-0.93333, -0.13788, -3.94681], [0.44768, 0.78392, -4.23870]], "lowdin_charge": [-0.428, -0.114, -0.175, -0.130, 0.098, 0.013, 0.057, 0.071, 0.068, -0.377, -0.225, -0.291, -0.046, 0.097, 0.086, 0.101, 0.101, 0.029, 0.063]}

Record 4
{"formula": "C4H11N2O2", "method": "ωB97M-V/def2-TZVPD", "gap_ha": 0.387, "total_charge": 1, "symbols": ["O", "C", "C", "N", "H", "H", "H", "H", "H", "H", "C", "C", "N", "O", "H", "H", "H", "H", "H"], "positions_angstrom": [[0.89121, 0.95155, 3.29731], [1.09652, 1.87791, 2.52534], [0.98162, 1.74587, 1.02950], [0.60757, 0.35305, 0.67323], [1.38134, 2.90179, 2.89011], [0.20043, 2.42268, 0.64991], [1.93201, 1.99601, 0.54013], [1.36236, -0.29811, 0.91593], [-0.23660, 0.04480, 1.21601], [0.37887, 0.24584, -0.34538], [-0.53583, -2.52893, -1.39076], [-1.06596, -1.17250, -1.85147], [-0.05957, -0.17131, -1.98553], [-2.24635, -0.90447, -2.02519], [-0.56097, -2.55932, -0.28861], [0.51719, -2.66941, -1.71317], [-1.17582, -3.29656, -1.78096], [0.78655, -0.57169, -2.43471], [-0.43833, 0.60115, -2.51572]], "lowdin_charge": [0.080, -0.202, -0.109, 0.161, 0.151, 0.151, 0.148, 0.176, 0.189, 0.083, 0.005, -0.525, 0.083, 0.095, 0.089, 0.090, 0.087, 0.129, 0.118]}

Record 5
{"formula": "C4H11N2O2", "method": "ωB97M-V/def2-TZVPD", "gap_ha": 0.353, "total_charge": 1, "symbols": ["C", "C", "C", "C", "N", "N", "O", "O", "H", "H", "H", "H", "H", "H", "H", "H", "H", "H", "H"], "positions_angstrom": [[0.06376, 0.31360, -0.99144], [-1.04750, -1.12632, -0.02435], [-1.34027, 1.46164, 0.69264], [2.22197, 0.32569, -0.21163], [-0.56746, -0.90821, -1.37467], [-0.53204, 0.30512, 0.32393], [-0.30002, -2.00809, 0.69736], [1.94329, -0.17865, 1.02451], [-0.16468, 1.14947, -1.76284], [-2.09066, -1.23529, 0.17525], [-0.57497, 2.21992, 0.83057], [-2.08158, 1.73902, -0.10538], [-1.80671, 1.24049, 1.64829], [2.42947, 1.32771, -0.36435], [2.76213, -0.31047, -0.89589], [-1.28374, -0.80524, -2.12237], [0.06669, 0.07007, 1.13390], [0.47868, -2.44986, 0.28514], [1.82363, -1.13060, 1.04133]], "lowdin_charge": [-0.132, -0.292, 0.027, 0.024, 0.061, -0.110, 0.056, -0.044, 0.166, 0.170, 0.113, 0.131, 0.111, 0.070, 0.099, 0.153, 0.147, 0.150, 0.098]}

Record 6
{"formula": "C4H11N2O2", "method": "ωB97M-V/def2-TZVPD", "gap_ha": 0.373, "total_charge": 1, "symbols": ["N", "C", "C", "N", "C", "C", "O", "O", "H", "H", "H", "H", "H", "H", "H", "H", "H", "H", "H"], "positions_angstrom": [[-1.55206, 2.17946, -0.63264], [-0.63093, 0.91172, -0.43455], [-0.88082, 0.31861, 0.91725], [-0.42498, -0.75075, 1.44143], [0.61048, -1.54598, 0.77191], [1.55473, -0.98816, -0.39116], [1.34512, -1.52224, -1.62077], [-1.52354, 1.11573, 1.67261], [-1.71442, 2.59434, 0.25795], [-2.42125, 1.90000, -0.88162], [-1.10546, 2.76086, -1.33917], [-0.77059, 0.24456, -1.20483], [0.41147, 1.40016, -0.33373], [-0.77160, -1.03313, 2.35042], [1.30099, -2.01243, 1.51187], [0.04651, -2.30370, 0.40038], [2.68698, -1.24738, 0.16795], [1.74064, 0.07308, -0.65484], [2.09872, -2.09473, -1.99847]], "lowdin_charge": [0.249, 0.011, -0.477, 0.112, -0.089, -0.298, -0.073, 0.000, 0.136, 0.118, 0.179, 0.111, 0.168, 0.184, 0.135, 0.087, 0.187, 0.098, 0.164]}

Record 7
{"formula": "C4H11N2O2", "method": "ωB97M-V/def2-TZVPD", "gap_ha": [0.457, 0.263], "total_charge": 2, "multiplicity": 2, "symbols": ["O", "C", "O", "C", "C", "C", "N", "N", "H", "H", "H", "H", "H", "H", "H", "H", "H", "H", "H"], "positions_angstrom": [[0.09929, 2.35495, 1.82779], [0.39009, 1.56631, 0.98208], [1.27084, 0.57801, 1.31954], [-0.36917, 1.18841, -0.28212], [-0.68786, -0.27573, -0.59203], [0.52287, -1.17092, -1.01971], [0.83142, -2.17674, 0.05294], [-1.60260, 1.97190, -0.11092], [1.66418, 0.63548, 2.19086], [0.22928, 1.50330, -1.15080], [-1.33800, -0.29125, -1.47064], [-1.24859, -0.70466, 0.25788], [0.13223, -1.72421, -1.87001], [1.39871, -0.56991, -1.27511], [1.55794, -2.82304, -0.26444], [1.06443, -1.78704, 0.96619], [-0.02290, -2.71273, 0.23411], [-1.43677, 2.97215, 0.06011], [-2.45539, 1.46571, 0.14429]], "lowdin_charge": [0.206, -0.425, 0.119, -0.194, -0.102, -0.091, 0.213, 0.426, 0.153, 0.197, 0.141, 0.147, 0.145, 0.150, 0.191, 0.159, 0.182, 0.191, 0.192]}

Record 8
{"formula": "C4H11N2O3", "method": "ωB97M-V/def2-TZVPD", "gap_ha": 0.282, "total_charge": -1, "symbols": ["C", "N", "C", "O", "O", "C", "C", "N", "H", "H", "H", "H", "H", "H", "H", "H", "H", "H", "H", "O"], "positions_angstrom": [[-0.92549, 0.56126, -0.22369], [-0.71773, 1.08668, -1.53228], [-0.65765, 0.27251, -2.69482], [-0.13667, 0.84419, -3.68714], [-1.15070, -0.87206, -2.63018], [0.32191, -0.29462, 0.36193], [0.42680, -1.66070, -0.33617], [0.23385, -0.44907, 1.81874], [-1.11394, 1.37967, 0.48043], [-1.78459, -0.12120, -0.14879], [-0.09480, 1.89121, -1.54531], [1.23975, 0.29435, 0.21565], [-0.58272, -2.01621, -0.54557], [0.83947, -1.57346, -1.34156], [1.03053, -2.36637, 0.23481], [0.71440, -1.29664, 2.11068], [-0.71776, -0.55667, 2.14313], [0.62182, 1.67312, 1.79055], [1.46635, 1.21567, 2.91254], [0.98716, 1.98836, 2.61706]], "lowdin_charge": [-0.191, 0.016, -0.814, -0.104, -0.079, -0.409, -0.081, -0.017, 0.098, 0.113, 0.115, 0.122, 0.067, 0.072, 0.057, 0.065, 0.074, -0.025, 0.009, -0.091]}